Here is a cluster of 22 separate species, C51H73Cl43FN3O5PS3 in total at a distorted geometry from OMol25. Energies are from wB97M-V/def2-TZVPD.

The HOMO-LUMO gap is 5.42 eV. Its HOMO energy is -5.1 eV. The net charge is -1. The relative energy (zero: lowest compared OMol25 entry of this formula, charge and spin) is 7.112 eV. The calculation puts the molar mass at 2478.8 g mol⁻¹.

Last column: Mulliken charge in e.
CARTESIAN COORDINATES (ANGSTROEM)
C (-7.8471, 4.2894, -0.2325)  0.121
C (-6.8684, 4.0985, -1.0041)  -0.316
C (-5.4969, 4.0407, -1.8212)  -0.509
C (-4.3212, 3.8588, -0.7288)  0.595
C (-3.6611, 2.5268, -0.4817)  -0.494
C (-2.5693, 2.2985, 0.5801)  -0.364
C (-2.1803, 3.5073, 1.3831)  0.812
C (-2.8338, 4.8729, 1.1362)  -1.001
C (-3.8970, 5.0818, 0.0955)  0.268
O (-4.5750, 6.2793, -0.1775)  -0.049
C (-3.6789, 7.3771, -0.4325)  -0.601
C (-2.9946, 7.3812, -1.8663)  -0.609
O (-3.8486, 6.9844, -2.9387)  -0.234
C (-3.0966, 6.4395, -4.0406)  -0.347
C (-3.8863, 5.2065, -4.7005)  -0.443
S (-0.9336, 3.3685, 2.7135)  -0.429
C (-0.2183, 1.7087, 2.4391)  0.618
C (1.0380, 1.3646, 3.2207)  -1.498
C (1.6949, 0.0030, 3.0432)  1.052
P (3.2438, -0.5438, 4.0159)  0.922
O (2.6010, -1.5888, 5.2385)  -0.327
Cl (4.0962, 1.0820, 5.0560)  -0.366
C (1.1023, -0.9895, 2.0390)  0.172
C (1.8419, -2.3729, 1.8750)  -1.456
C (3.3048, -2.2799, 1.2466)  -0.140
C (3.4213, -2.8052, -0.2528)  0.669
S (4.6017, -1.7680, -1.2490)  -0.199
C (6.0964, -1.4229, -0.2449)  0.149
S (7.2471, -2.5858, 0.1310)  -0.165
N (6.3298, -0.0628, 0.2283)  0.529
C (5.9195, 1.1395, -0.4433)  0.394
C (6.3818, 2.2874, 0.3993)  -0.640
N (7.0464, 1.7906, 1.5762)  -0.595
C (6.9923, 0.4031, 1.3972)  0.439
C (-0.1454, -0.5992, 1.2900)  -0.118
C (-0.6951, -1.6953, 0.2605)  -1.494
C (0.0344, -1.4204, -1.1495)  0.378
C (0.0896, -2.6977, -2.0961)  -0.507
F (1.3044, -0.7816, -0.9954)  -0.331
C (-0.8670, 0.7501, 1.4759)  -0.318
N (-2.0841, 0.9251, 0.6973)  1.107
C (-3.1625, 0.1963, 1.4839)  0.454
O (-3.9846, -0.5202, 0.8752)  -0.736
O (-3.1780, 0.3305, 2.8236)  -0.714
H (-8.9172, 4.3584, 0.0948)  -0.204
H (-5.5346, 3.1582, -2.5145)  0.731
H (-5.4298, 5.0340, -2.3462)  0.274
H (-4.0072, 1.6592, -1.1138)  0.194
H (-2.4988, 5.7535, 1.7709)  0.168
H (-2.9373, 7.4807, 0.4191)  0.315
H (-4.3255, 8.3181, -0.3852)  0.285
H (-2.0322, 6.7895, -1.7870)  0.333
H (-2.6780, 8.4651, -2.0580)  0.322
H (-2.0825, 6.0323, -3.7459)  0.299
H (-2.9792, 7.2630, -4.8202)  0.289
H (-3.5647, 4.2883, -4.1016)  0.099
H (-3.6531, 5.1086, -5.8005)  0.415
H (-4.9847, 5.3384, -4.4986)  -0.116
H (1.5197, 2.0630, 3.9694)  0.190
H (1.6624, -1.2867, 5.3155)  0.097
H (1.2673, -3.1485, 1.2919)  -0.227
H (1.9665, -2.7997, 2.9272)  0.592
H (3.9644, -2.9704, 1.8742)  0.086
H (3.7721, -1.2480, 1.3787)  0.240
H (3.8480, -3.8634, -0.2894)  0.474
H (2.3885, -2.8669, -0.6979)  -0.820
H (5.3759, 1.2112, -1.4384)  -0.272
H (6.2946, 3.3915, 0.2358)  0.356
H (7.4512, -0.3354, 2.1175)  -0.220
H (-1.8040, -1.5798, 0.0612)  0.424
H (-0.5399, -2.7489, 0.6369)  0.318
H (-0.6365, -0.6657, -1.6812)  0.324
H (0.1842, -2.3472, -3.1771)  0.280
H (0.8978, -3.4402, -1.8223)  0.230
H (-0.9251, -3.2318, -2.0272)  -0.208
C (-1.8752, 3.6086, 6.0087)  0.560
Cl (-0.5771, 3.9169, 7.1635)  -0.168
Cl (-2.5067, 5.1168, 5.3497)  -0.116
H (-1.4878, 3.0043, 5.1917)  -0.588
H (-2.6783, 3.0761, 6.5124)  0.288
C (-2.5909, -5.7465, -3.0184)  0.029
Cl (-2.2684, -5.3523, -1.3231)  -0.119
Cl (-2.1501, -4.4033, -4.0788)  -0.149
H (-2.0083, -6.6205, -3.2944)  -0.091
H (-3.6511, -5.9579, -3.1379)  0.364
C (-8.5369, 8.1281, 1.2450)  -0.358
Cl (-10.0589, 8.3641, 2.1213)  -0.205
Cl (-8.5450, 6.6049, 0.3356)  -0.039
H (-8.3999, 8.9534, 0.5487)  0.360
H (-7.7228, 8.1119, 1.9575)  0.223
C (-5.6772, 6.2513, 4.2783)  -0.332
Cl (-6.6636, 6.3432, 2.8239)  -0.101
Cl (-4.7304, 7.7238, 4.4977)  -0.180
H (-6.3235, 6.1127, 5.1419)  0.360
H (-4.9977, 5.4067, 4.1859)  0.162
C (-7.5358, 3.3796, -5.3161)  -0.061
Cl (-7.1724, 3.7522, -3.6219)  0.180
Cl (-7.0957, 4.7181, -6.3869)  -0.167
H (-6.9749, 2.4942, -5.6112)  0.252
H (-8.6063, 3.1900, -5.4107)  -0.145
C (-11.3511, 5.3402, -5.2399)  -0.235
Cl (-10.0851, 6.5008, -5.6476)  -0.130
Cl (-10.7895, 3.6733, -5.4385)  -0.163
H (-11.6464, 5.4901, -4.2039)  0.233
H (-12.2038, 5.5041, -5.8946)  0.299
C (9.7043, -3.3556, -2.4058)  0.586
Cl (11.0322, -2.2321, -2.7155)  -0.122
Cl (10.2057, -5.0313, -2.6699)  -0.186
H (9.3817, -3.2426, -1.3746)  -0.616
H (8.8810, -3.1236, -3.0775)  0.295
C (-1.5353, -7.6370, 1.4808)  -0.305
Cl (-0.2598, -6.4801, 1.0908)  -0.099
Cl (-0.9649, -9.3032, 1.3127)  -0.138
H (-1.8562, -7.4759, 2.5073)  0.331
H (-2.3720, -7.4809, 0.8033)  0.215
C (10.5236, -1.3131, 2.1099)  -0.450
Cl (9.2646, -1.5678, 3.3234)  -0.124
Cl (10.6045, -2.6689, 0.9790)  -0.148
H (10.3044, -0.4026, 1.5550)  0.306
H (11.4826, -1.2165, 2.6137)  0.436
C (4.5449, 1.7573, 8.6377)  -0.032
Cl (2.8906, 2.2757, 8.9685)  -0.139
Cl (5.6987, 2.5756, 9.7003)  -0.181
H (4.6172, 0.6842, 8.7979)  0.266
H (4.7877, 1.9934, 7.6032)  0.070
C (-11.7260, 5.0821, 1.9739)  0.048
Cl (-11.6139, 4.3664, 0.3607)  -0.153
Cl (-12.4291, 3.9462, 3.1323)  -0.182
H (-10.7276, 5.3555, 2.3082)  0.011
H (-12.3535, 5.9685, 1.9233)  0.263
C (14.4800, -0.4717, -1.2637)  0.291
Cl (13.0735, -0.9725, -0.3186)  -0.028
Cl (14.1291, 0.9738, -2.2208)  -0.172
H (15.3024, -0.2533, -0.5839)  -0.360
H (14.7595, -1.2808, -1.9355)  0.302
C (-7.4821, 0.1462, -2.4095)  -0.510
Cl (-5.8203, 0.2393, -2.9988)  -0.129
Cl (-7.9656, 1.6714, -1.6684)  -0.055
H (-8.1406, -0.0703, -3.2489)  0.323
H (-7.5550, -0.6471, -1.6689)  0.398
C (5.0699, 2.1194, -4.8200)  -0.371
Cl (5.5985, 3.7604, -4.4308)  -0.167
Cl (4.8915, 1.1387, -3.3594)  -0.025
H (4.1107, 2.1693, -5.3301)  0.290
H (5.8094, 1.6548, -5.4680)  0.281
C (0.6597, -11.6707, -0.7618)  -0.118
Cl (0.7919, -12.3732, -2.3804)  -0.197
Cl (-0.0341, -12.8244, 0.3832)  -0.145
H (1.6517, -11.3862, -0.4186)  0.290
H (0.0202, -10.7928, -0.8099)  0.135
C (-3.7922, -9.0250, -5.3756)  -0.327
Cl (-2.5532, -8.6058, -4.1857)  -0.115
Cl (-4.4887, -7.5770, -6.1115)  -0.130
H (-3.3408, -9.6351, -6.1546)  0.295
H (-4.5821, -9.5842, -4.8797)  0.294
C (3.0692, -15.0808, -2.9340)  0.257
Cl (3.2025, -15.7825, -4.5518)  -0.167
Cl (2.3718, -16.2338, -1.7905)  -0.147
H (4.0612, -14.7981, -2.5893)  0.261
H (2.4296, -14.2024, -2.9817)  -0.178
C (-0.5778, -0.7739, 7.3052)  -0.409
Cl (0.3381, -2.2680, 7.1062)  -0.168
Cl (-0.5805, 0.1399, 5.7994)  0.063
H (-1.6019, -1.0167, 7.5803)  0.330
H (-0.1184, -0.1741, 8.0881)  0.279
C (6.0771, -3.5007, 5.1776)  -0.461
Cl (6.9566, -5.0226, 4.9795)  -0.177
Cl (6.1285, -2.5326, 3.7009)  0.068
H (5.0392, -3.7212, 5.4184)  0.258
H (6.5312, -2.9335, 5.9869)  0.332
C (-4.3418, -2.6521, -6.2451)  -0.145
Cl (-4.8988, -2.2749, -7.8823)  -0.194
Cl (-5.1489, -1.6603, -5.0326)  -0.038
H (-4.5523, -3.6979, -6.0334)  0.140
H (-3.2715, -2.4702, -6.1834)  0.213
C (17.0261, 1.5520, 1.8294)  -0.247
Cl (15.7570, 1.2959, 3.0309)  -0.135
Cl (17.1221, 0.1954, 0.6984)  -0.188
H (16.8070, 2.4600, 1.2724)  0.251
H (17.9809, 1.6528, 2.3400)  0.293

Here is a structure of composition C51H74BN17PRbS4 at a distorted geometry from OMol25. Energies are from wB97M-V/def2-TZVPD.

The HOMO-LUMO gap (spin up / spin down) is 4.99 / 4.99 eV. Its HOMO energy (spin up / spin down) is -2.2 / -2.2 eV. The net charge is -2. The calculation puts the molar mass at 1180.8 g mol⁻¹.

Last column: natural (NBO) charge in e.
CARTESIAN COORDINATES (ANGSTROEM)
Rb (1.1246, 0.6943, 0.4712)  0.905
C (1.7862, 0.4257, 5.0771)  -0.591
C (0.2531, 0.3967, 5.0668)  -0.227
C (-0.3146, 1.5780, 4.2872)  -0.589
C (-0.1872, -0.9208, 4.5070)  0.137
C (-0.3602, -2.1037, 5.2296)  -0.377
C (-0.6973, -3.0546, 4.2865)  0.164
C (-0.8606, -4.5032, 4.6149)  -0.244
C (-1.5904, -4.6998, 5.9456)  -0.595
C (0.5164, -5.1625, 4.6971)  -0.595
N (-0.7347, -2.4459, 3.0711)  -0.339
N (-0.4085, -1.1488, 3.2275)  -0.288
B (-1.0181, -2.7612, 1.5714)  0.544
N (-2.5381, -2.9512, 1.1465)  -0.339
N (-2.8432, -2.0588, 0.1766)  -0.355
C (-4.1469, -2.0791, -0.0405)  0.247
C (-4.7333, -3.0249, 0.8017)  -0.404
C (-3.6856, -3.5618, 1.5329)  0.178
C (-3.8641, -4.6503, 2.5403)  -0.246
C (-4.8047, -5.7351, 2.0053)  -0.592
C (-4.4304, -4.0594, 3.8301)  -0.597
C (-4.8070, -1.1700, -1.0283)  -0.272
C (-5.5153, -0.0371, -0.2829)  -0.593
C (-5.7967, -1.9299, -1.9138)  -0.591
N (-0.0028, -3.7356, 0.8882)  -0.365
N (0.9342, -3.0634, 0.1866)  -0.313
C (1.7144, -3.9389, -0.4186)  0.228
C (1.2756, -5.2348, -0.1279)  -0.366
C (0.1975, -5.0670, 0.7191)  0.142
C (-0.5808, -6.1778, 1.3431)  -0.247
C (0.3693, -7.2628, 1.8595)  -0.596
C (-1.5856, -6.7478, 0.3403)  -0.596
C (2.8885, -3.5420, -1.2535)  -0.308
C (2.6718, -3.9279, -2.7203)  -0.613
C (4.1719, -4.1700, -0.7096)  -0.604
H (2.1586, 1.3749, 5.4634)  0.197
H (2.1634, 0.2799, 4.0620)  0.210
H (2.1730, -0.3821, 5.6977)  0.203
H (-0.1086, 0.4476, 6.1059)  0.190
H (-0.0384, 1.4977, 3.2345)  0.201
H (0.0567, 2.5215, 4.6897)  0.198
H (-1.4002, 1.5739, 4.3362)  0.222
H (-0.2633, -2.2348, 6.2905)  0.206
H (-1.4408, -4.9858, 3.8352)  0.202
H (-0.9785, -4.3261, 6.7630)  0.200
H (-1.7817, -5.7595, 6.1177)  0.195
H (-2.5383, -4.1690, 5.9543)  0.214
H (1.0780, -4.7234, 5.5169)  0.206
H (1.0795, -4.9971, 3.7845)  0.223
H (0.4232, -6.2329, 4.8739)  0.192
H (-0.7557, -1.7293, 1.0523)  -0.019
H (-5.7724, -3.2792, 0.8804)  0.210
H (-2.9003, -5.1125, 2.7454)  0.207
H (-5.8114, -5.3430, 1.8801)  0.199
H (-4.8454, -6.5710, 2.7029)  0.196
H (-4.4645, -6.1012, 1.0395)  0.215
H (-5.4141, -3.6369, 3.6397)  0.204
H (-3.7818, -3.2681, 4.1938)  0.226
H (-4.5294, -4.8248, 4.5969)  0.194
H (-4.0293, -0.7293, -1.6578)  0.221
H (-6.2052, -0.4421, 0.4544)  0.190
H (-6.0764, 0.5868, -0.9771)  0.194
H (-4.7827, 0.5803, 0.2279)  0.244
H (-6.5630, -2.4144, -1.3115)  0.191
H (-5.2909, -2.6923, -2.5028)  0.211
H (-6.2882, -1.2393, -2.5972)  0.199
H (1.6829, -6.1580, -0.4893)  0.203
H (-1.1278, -5.7738, 2.1914)  0.202
H (0.8230, -7.8056, 1.0342)  0.201
H (-0.1651, -7.9752, 2.4872)  0.194
H (1.1713, -6.8136, 2.4401)  0.221
H (-1.0678, -7.1357, -0.5354)  0.205
H (-2.2647, -5.9592, 0.0220)  0.214
H (-2.1621, -7.5595, 0.7835)  0.193
H (3.0060, -2.4568, -1.1827)  0.255
H (2.4445, -4.9905, -2.8066)  0.198
H (3.5749, -3.7277, -3.3002)  0.207
H (1.8338, -3.3711, -3.1401)  0.199
H (4.1160, -5.2589, -0.6836)  0.177
H (4.3513, -3.8078, 0.3002)  0.217
H (5.0134, -3.8766, -1.3341)  0.238
S (-2.3617, 2.1704, 0.4776)  -0.433
C (-1.1843, 3.3974, 0.4725)  0.115
N (-1.1949, 4.3353, 1.4016)  -0.275
N (-0.1225, 5.1471, 1.5144)  -0.422
C (-0.2281, 6.4196, 1.9897)  0.252
C (-1.4020, 6.8769, 2.6077)  -0.287
C (-1.4564, 8.1482, 3.1334)  -0.195
C (-0.3606, 8.9992, 3.0566)  -0.276
C (0.8055, 8.5533, 2.4472)  -0.199
C (0.8786, 7.2815, 1.9197)  -0.282
N (-0.4616, 3.4897, -0.6495)  -0.204
N (0.7656, 3.9488, -0.6238)  -0.339
C (1.2006, 4.4969, -1.8034)  0.192
C (0.4410, 4.5084, -2.9884)  -0.266
C (0.9230, 5.1317, -4.1175)  -0.215
C (2.1561, 5.7694, -4.1009)  -0.236
C (2.9096, 5.7670, -2.9329)  -0.216
C (2.4525, 5.1333, -1.7988)  -0.222
H (0.6836, 4.9139, 0.9114)  0.399
H (-2.2443, 6.2040, 2.6472)  0.241
H (-2.3662, 8.4880, 3.6119)  0.201
H (-0.4135, 9.9974, 3.4706)  0.198
H (1.6619, 9.2136, 2.3742)  0.203
H (1.7865, 6.9291, 1.4477)  0.210
H (-0.5305, 4.0378, -2.9768)  0.249
H (0.3344, 5.1324, -5.0257)  0.208
H (2.5192, 6.2802, -4.9825)  0.207
H (3.8704, 6.2613, -2.9180)  0.215
H (3.0454, 5.1128, -0.8944)  0.231
S (6.1837, -1.5356, -2.5894)  -0.426
C (5.9010, -0.4614, -1.2950)  -0.189
S (4.2873, -0.2461, -0.7486)  -0.480
C (6.9144, 0.2893, -0.6904)  -0.547
C (8.2646, 0.1812, -1.0026)  0.348
N (9.3957, 0.1145, -1.2342)  -0.444
C (6.5751, 1.2403, 0.2715)  0.348
N (6.2809, 2.0461, 1.0461)  -0.445
N (-1.4306, -3.1465, -2.0436)  -0.787
C (-1.2848, -1.9739, -2.6635)  0.327
N (-1.3684, -0.8751, -1.9121)  -0.828
S (-0.9785, -1.9220, -4.3108)  -0.435
H (-1.6307, -3.1324, -1.0515)  0.425
H (-1.2876, -4.0039, -2.5470)  0.411
H (-1.7559, -0.9915, -0.9620)  0.455
H (-1.4271, 0.0313, -2.3543)  0.415
C (4.0235, 0.2145, -4.2387)  -0.096
N (2.7958, -0.6628, -4.2025)  -0.402
C (2.0248, -0.4583, -5.4744)  -0.073
N (1.7045, 0.9178, -5.6673)  -0.461
C (2.9122, 1.7284, -5.6746)  -0.061
N (3.6768, 1.5714, -4.4568)  -0.459
C (3.0133, 2.1483, -3.3035)  -0.543
P (1.3518, 1.3837, -2.9252)  0.724
C (1.9444, -0.3828, -3.0252)  -0.631
C (0.7340, 1.4055, -4.6984)  -0.528
H (4.6664, -0.1591, -5.0422)  0.208
H (4.5493, 0.1004, -3.2836)  0.306
H (3.1144, -1.6320, -4.1046)  0.454
H (1.1003, -1.0439, -5.4113)  0.254
H (2.6443, -0.8105, -6.3079)  0.198
H (2.6331, 2.7774, -5.7919)  0.202
H (3.5375, 1.4313, -6.5262)  0.190
H (2.8779, 3.2158, -3.4785)  0.233
H (3.6518, 2.0187, -2.4238)  0.270
H (1.0797, -1.0540, -3.0584)  0.268
H (2.5459, -0.5919, -2.1263)  0.308
H (0.4624, 2.4260, -4.9756)  0.217
H (-0.1620, 0.7781, -4.7483)  0.251